Here is 2 unconnected molecules or ions with the total composition CH2N2OS2 at a distorted geometry from OMol25. Energies are from ωB97M-V/def2-TZVPD.

Last column: natural (NBO) charge in e.
Positions of all 8 atoms, in Å:
C  -1.07646  0.31611  -0.05966  -0.37
N  1.84285  -0.48785  -0.05266  0.25
N  0.84200  -0.88522  0.45030  -0.40
O  2.97651  -0.94402  -0.10895  -0.45
S  -2.31711  -0.59947  -0.10541  0.23
S  -0.53365  1.83989  -0.04817  0.24
H  0.85098  -1.84112  1.00480  0.35
H  -1.77692  2.50502  0.02366  0.15

Calculated values
Energy (eV): -27761.29382
LUMO energy (spin up / spin down) (eV): -1.98 / -1.16
Total charge: 0
Orbital gap (spin up / spin down) (hartree): 0.192 / 0.279
HOMO level (spin up / spin down) (eV): -7.214 / -8.754

=====

Here is 6 unconnected molecules or ions with the total composition C57H69F40NO9S at a distorted geometry from OMol25. Energies are from ωB97M-V/def2-TZVPD.

Last column: Löwdin charge in e.
Positions of all 177 atoms, in Å:
C  -2.01077  1.03590  5.09331  0.02
C  -3.07102  0.65540  6.09701  -0.50
O  -3.70759  1.46032  6.74387  0.12
O  -3.33258  -0.70678  6.23300  -0.04
C  -4.19839  -1.09787  5.15064  -0.17
C  -3.95664  -2.52688  4.65048  -0.16
C  -2.49469  -3.00612  4.68842  -0.15
C  -1.94085  -3.49141  3.31647  -0.16
C  -1.82862  -5.02737  3.18262  -0.11
C  -2.83033  -5.64113  2.23685  -0.08
C  -2.55633  -6.68662  1.45456  -0.10
C  -1.25799  -7.44873  1.39958  -0.14
C  -0.74562  -8.01647  2.73405  -0.26
C  -1.81489  -8.61691  3.64542  -0.55
S  -2.62287  -10.10929  2.96769  0.72
C  -3.64554  -7.16324  0.51527  -0.31
O  -3.86758  -8.34262  0.29150  0.09
C  -4.45506  -6.05700  -0.08113  0.06
C  -4.73558  -5.01964  0.68971  -0.14
C  -5.49583  -3.82116  0.23609  -0.12
C  -4.88655  -2.48808  0.74046  -0.19
C  -4.59799  -1.51816  -0.40736  -0.20
C  -3.62940  -2.12208  -1.43632  -0.21
C  -2.85808  -1.08321  -2.24299  -0.19
C  -1.60591  -1.69086  -2.91055  -0.19
C  -0.41374  -0.69974  -2.94338  -0.19
C  0.18264  -0.55298  -4.35530  -0.21
C  1.68330  -0.26194  -4.36908  -0.21
C  2.51621  -1.46389  -3.85533  -0.18
C  2.78309  -2.48547  -4.99783  -0.15
C  4.26184  -2.51764  -5.39305  -0.12
N  4.92392  -3.79779  -5.16853  -0.10
C  6.17716  -4.05523  -5.61276  -0.13
C  6.55632  -5.28909  -5.27710  -0.09
C  5.45133  -5.84661  -4.56127  -0.09
C  4.50712  -4.90743  -4.51508  -0.13
C  -4.23138  -5.10022  2.11417  -0.27
O  -4.92740  -4.79777  3.07012  0.13
H  -1.95228  2.11793  5.09444  0.08
H  -1.06289  0.56197  5.33011  0.09
H  -2.35821  0.71659  4.11405  0.07
H  -5.22548  -1.04360  5.51325  0.13
H  -4.14471  -0.42254  4.29526  0.12
H  -4.63891  -3.21585  5.13462  0.11
H  -4.26279  -2.52692  3.60627  0.07
H  -2.45968  -3.87102  5.34700  0.11
H  -1.82612  -2.25335  5.09611  0.10
H  -2.52758  -3.07226  2.50139  0.08
H  -0.94187  -3.07157  3.21180  0.10
H  -1.79511  -5.51286  4.15701  0.12
H  -0.86018  -5.20959  2.72079  0.11
H  -0.47594  -6.88700  0.88856  0.12
H  -1.44754  -8.30896  0.75510  0.09
H  -0.26064  -7.23315  3.31520  0.09
H  0.01272  -8.78156  2.57848  0.11
H  -2.55011  -7.88703  3.97401  0.06
H  -1.29387  -8.95225  4.53983  0.06
H  -1.87000  -10.28836  1.87090  -0.14
H  -4.78026  -6.08550  -1.11372  0.13
H  -5.54124  -3.76893  -0.84640  0.10
H  -6.51729  -3.84426  0.61414  0.13
H  -3.94192  -2.64450  1.25944  0.08
H  -5.55789  -1.97787  1.42924  0.11
H  -5.52159  -1.18617  -0.88437  0.12
H  -4.12436  -0.62590  0.00817  0.10
H  -4.23250  -2.67367  -2.15921  0.11
H  -2.93223  -2.77210  -0.90563  0.11
H  -2.50538  -0.25981  -1.62402  0.08
H  -3.49108  -0.68045  -3.03311  0.12
H  -1.78776  -1.96680  -3.94752  0.10
H  -1.30743  -2.58654  -2.36732  0.09
H  0.33305  -1.02510  -2.21905  0.10
H  -0.72491  0.29621  -2.63026  0.09
H  -0.30070  0.32123  -4.79746  0.11
H  -0.04184  -1.40243  -4.99906  0.10
H  1.93408  0.65946  -3.84516  0.11
H  1.96899  -0.13135  -5.41658  0.10
H  1.97439  -1.93076  -3.03608  0.09
H  3.43429  -1.04476  -3.44644  0.10
H  2.41591  -3.44606  -4.65241  0.08
H  2.14843  -2.19296  -5.82921  0.10
H  4.84062  -1.74181  -4.89678  0.12
H  4.32318  -2.31669  -6.46344  0.12
H  6.76266  -3.35544  -6.18497  0.12
H  7.47078  -5.80284  -5.48531  0.06
H  5.32759  -6.82166  -4.12720  0.09
H  3.54291  -5.00234  -4.05581  0.09
F  0.72661  -6.53903  -5.47070  0.10
C  -0.38388  -5.79054  -5.57749  -0.30
F  -0.01334  -4.60041  -6.11309  0.09
C  -1.05634  -5.53552  -4.22569  -0.44
F  -0.25953  -4.78030  -3.43990  0.12
F  -2.16569  -4.78967  -4.49553  0.10
C  -1.55142  -6.75493  -3.41910  -0.03
O  -0.74319  -7.26347  -2.35936  0.03
C  0.27405  -8.17366  -2.57690  -0.53
F  0.21585  -8.68307  -3.82039  0.15
F  0.06246  -9.20211  -1.72796  0.14
C  1.65413  -7.59437  -2.24526  -0.28
F  1.89714  -6.47036  -2.94463  0.09
F  2.60823  -8.49620  -2.56133  0.11
H  -1.07501  -6.27679  -6.27131  0.17
H  -2.43920  -6.39543  -2.89959  0.14
H  -1.90287  -7.55401  -4.07174  0.15
H  1.71933  -7.36024  -1.18045  0.17
F  -0.87682  2.76408  -0.92475  0.10
C  -1.25905  2.28599  0.27181  -0.30
F  -1.80550  1.06231  0.05936  0.08
C  -2.27890  3.18817  0.97154  -0.44
F  -3.44153  3.22649  0.28855  0.14
F  -2.55194  2.57499  2.15935  0.10
C  -1.84446  4.62843  1.30996  -0.03
O  -2.23800  5.69031  0.44296  0.04
C  -1.51104  6.02897  -0.68288  -0.52
F  -0.30703  5.43096  -0.67431  0.16
F  -1.27692  7.36169  -0.59982  0.13
C  -2.28411  5.78706  -1.98437  -0.28
F  -2.68543  4.50783  -2.08572  0.11
F  -1.47975  6.05776  -3.03559  0.11
H  -0.36873  2.14353  0.89095  0.18
H  -2.36570  4.85979  2.23835  0.15
H  -0.78339  4.68348  1.55314  0.15
H  -3.16392  6.43330  -2.02617  0.18
F  11.92869  -8.90714  -7.45722  0.10
C  13.23473  -8.84806  -7.14379  -0.31
F  13.73646  -10.09822  -7.28793  0.10
C  13.47772  -8.37604  -5.70700  -0.44
F  13.00714  -9.28176  -4.82428  0.13
F  14.83324  -8.34917  -5.55357  0.10
C  12.97699  -6.97244  -5.30977  -0.04
O  11.74013  -6.84411  -4.61235  0.04
C  10.52434  -6.78402  -5.26753  -0.53
F  10.69717  -6.59819  -6.59048  0.15
F  9.90470  -5.67300  -4.80929  0.14
C  9.63580  -7.99881  -4.95487  -0.28
F  10.26360  -9.14909  -5.25563  0.10
F  8.49456  -7.95669  -5.68355  0.09
H  13.74119  -8.19357  -7.85858  0.17
H  13.70724  -6.61868  -4.58321  0.15
H  13.03752  -6.27323  -6.14372  0.14
H  9.37543  -8.01665  -3.89452  0.18
F  -2.00021  11.21301  0.71259  0.10
C  -2.55207  10.11717  0.15602  -0.30
F  -2.84406  10.43222  -1.13024  0.10
C  -3.83232  9.67156  0.86539  -0.44
F  -4.80463  10.59618  0.71865  0.14
F  -4.25162  8.55402  0.20176  0.10
C  -3.73577  9.27421  2.35174  -0.03
O  -4.10355  10.22442  3.35001  0.05
C  -3.21820  11.16628  3.83071  -0.54
F  -1.95742  10.89852  3.44307  0.15
F  -3.23511  11.06458  5.17936  0.14
C  -3.64168  12.59833  3.48622  -0.28
F  -3.79030  12.77195  2.16391  0.11
F  -2.68359  13.45999  3.91273  0.09
H  -1.81251  9.31880  0.14688  0.15
H  -4.47954  8.48774  2.47314  0.15
H  -2.77913  8.80496  2.58136  0.15
H  -4.58768  12.84489  3.97270  0.18
F  -1.05404  14.10511  8.57539  0.10
C  -0.36847  13.77267  7.46683  -0.30
F  0.78942  13.19655  7.87239  0.09
C  -0.04196  14.98337  6.58770  -0.44
F  0.81329  15.81318  7.22287  0.13
F  0.62766  14.48707  5.50827  0.10
C  -1.21744  15.80360  6.02013  -0.04
O  -1.60088  17.00844  6.68173  0.04
C  -2.46814  17.01553  7.75559  -0.54
F  -3.07426  15.82194  7.90311  0.15
F  -3.44079  17.90654  7.46187  0.14
C  -1.79784  17.49371  9.04899  -0.29
F  -0.72121  16.74889  9.35469  0.10
F  -2.67709  17.39335  10.07230  0.10
H  -0.94099  13.02874  6.90543  0.17
H  -0.86783  16.15350  5.04987  0.15
H  -2.08065  15.17568  5.80235  0.13
H  -1.48220  18.53411  8.94698  0.17

Calculated values
Energy (eV): -199678.18939
LUMO energy (eV): -0.76
Total charge: 0
Orbital gap (hartree): 0.271
HOMO level (eV): -8.132

=====

Here is a molecular structure, C4H8O2 at a distorted geometry from OMol25. Energies are from ωB97M-V/def2-TZVPD.

Last column: natural (NBO) charge in e.
Positions of all 14 atoms, in Å:
C  1.21576  -0.79527  1.13542  -0.63
C  0.59736  0.05882  0.07775  0.08
C  -0.77551  -0.04811  -1.43911  -0.10
C  -0.91737  0.27195  0.04579  0.05
H  0.63227  -1.74997  1.18270  0.21
H  1.15846  -0.30707  2.11613  0.22
H  2.27040  -0.97392  0.90732  0.22
H  1.14304  1.01341  -0.02446  0.16
H  -1.45578  -0.82701  -1.88417  0.18
H  -0.73913  0.78162  -2.15412  0.17
H  -1.45649  -0.51265  0.57989  0.18
H  -0.80564  2.17658  0.16392  0.46
O  0.55565  -0.58575  -1.23076  -0.53
O  -1.42302  1.49737  0.52371  -0.69

Calculated values
Energy (eV): -8371.35175
LUMO energy (eV): 0.96
Total charge: 0
Orbital gap (hartree): 0.398
HOMO level (eV): -9.868

=====

Here is a molecular structure, C27H36MgN4O8P3 from OMol25. Energies are from ωB97M-V/def2-TZVPD.

Last column: Löwdin charge in e.
Positions of all 79 atoms, in Å:
Mg  0.15984  -0.17293  -0.08137  0.54
C  2.99410  -1.19486  -2.00048  -0.01
C  2.19331  -2.35295  -1.48794  -0.29
C  2.71554  -3.64395  -1.53560  -0.01
C  1.94826  -4.69732  -1.08654  -0.03
C  0.66792  -4.44542  -0.61986  -0.01
C  0.20739  -3.13748  -0.60218  -0.20
N  0.96972  -2.11320  -1.00820  0.12
C  -1.18603  -2.80960  -0.15741  -0.18
C  -2.07164  -3.82344  0.18442  0.01
C  -3.36626  -3.50002  0.53809  -0.02
C  -3.75061  -2.17563  0.50829  0.01
C  -2.82037  -1.20697  0.15025  -0.17
N  -1.55064  -1.51628  -0.15228  0.13
C  -3.29241  0.20471  0.02263  -0.23
C  -4.18773  0.72993  0.94887  -0.02
C  -4.66951  2.00803  0.73701  -0.05
C  -4.24531  2.70940  -0.38052  -0.03
C  -3.32885  2.11561  -1.24633  -0.31
C  -2.83798  2.82830  -2.47048  -0.01
N  -2.86434  0.88075  -1.03723  0.18
H  2.63966  -0.91769  -2.99592  0.09
H  2.88500  -0.32647  -1.35456  0.06
H  4.04683  -1.46104  -2.08098  0.09
H  3.71296  -3.80226  -1.92174  0.12
H  2.33249  -5.70867  -1.10592  0.12
H  0.05780  -5.26600  -0.27868  0.10
H  -1.77024  -4.85779  0.16355  0.11
H  -4.07310  -4.27488  0.80264  0.12
H  -4.77004  -1.89020  0.71971  0.12
H  -4.48433  0.16458  1.82057  0.12
H  -5.36728  2.45309  1.43423  0.12
H  -4.61770  3.70451  -0.58729  0.12
H  -3.23541  2.34625  -3.36519  0.09
H  -3.14614  3.87228  -2.47512  0.08
H  -1.75180  2.77677  -2.52052  0.07
C  1.16160  4.42744  2.07726  -0.06
C  0.75168  3.25147  1.19290  -0.58
O  0.12764  3.69735  -0.01991  -0.06
P  -0.57797  2.27798  1.95623  0.51
O  -1.82081  3.25378  2.05874  -0.07
O  -0.22025  2.03130  3.47442  -0.06
O  -0.84655  1.00362  1.25838  -0.25
P  2.20223  2.16510  0.80442  0.34
O  2.96762  3.12778  -0.25283  -0.12
O  3.00425  1.91806  2.02065  -0.28
O  1.68090  1.01784  -0.02132  -0.35
H  0.28959  4.98620  2.42159  0.09
H  1.77944  5.11004  1.49239  0.09
H  1.75134  4.08307  2.92662  0.08
H  0.82853  3.98079  -0.62259  0.09
H  -2.23343  3.43769  1.20133  0.08
H  -0.20612  2.82283  4.02802  0.11
H  3.75091  3.52271  0.15029  0.09
C  -0.04942  0.88389  -5.04144  -0.05
C  -0.86841  -0.09060  -4.49134  -0.04
C  -0.81633  -0.31003  -3.12698  -0.14
N  -0.00484  0.36064  -2.30678  0.04
C  0.78444  1.29346  -2.84613  -0.14
C  0.79233  1.59085  -4.19961  -0.04
H  -0.06740  1.08514  -6.10443  0.11
H  -1.54280  -0.67100  -5.10517  0.11
H  -1.45387  -1.05178  -2.66550  0.10
H  1.44138  1.81066  -2.15889  0.09
H  1.45327  2.35903  -4.57611  0.11
C  3.50858  -1.55553  1.83852  -0.14
P  1.87387  -1.62392  2.56978  0.59
C  1.65233  -3.30278  3.17326  -0.16
C  1.91605  -0.55896  4.00645  -0.16
O  0.77897  -1.26981  1.60201  -0.37
H  4.26393  -1.89018  2.55025  0.07
H  3.71219  -0.52277  1.55437  0.04
H  3.53422  -2.19744  0.95651  0.05
H  2.40374  -3.55557  3.92102  0.06
H  1.72900  -3.99778  2.33639  0.05
H  0.65953  -3.38962  3.61556  0.06
H  2.66701  -0.90341  4.71815  0.06
H  0.93374  -0.55603  4.47951  0.06
H  2.16482  0.44931  3.67608  0.03

Calculated values
Energy (eV): -84244.47574
LUMO energy (eV): -2.62
Total charge: +1
Orbital gap (hartree): 0.322
HOMO level (eV): -11.371